C55H42N5O5OsS5 | the ωB97M-V functional and the def2-TZVPD basis

Orbital gap (spin up / spin down): 7.81 / 5.09 eV
Expectation value of S²: 6.026
2S+1: 5
Total charge: +1
LUMO energy (spin up / spin down): -2.66 / -5.39 eV

Atoms and positions in Å:
Os -0.587112 0.795474 0.632013
C -1.247089 -8.302687 1.821772
C -0.950566 -6.883267 1.461743
C 0.359612 -6.413760 1.458956
C 0.644491 -5.123877 1.049152
C -0.387654 -4.298685 0.633744
C -1.700863 -4.731711 0.663071
C -1.975448 -6.021121 1.079269
S 0.130384 -2.653690 0.061285
O -0.894160 -1.736577 0.650526
C -0.424430 -2.879283 -1.638439
C -1.753565 -2.658668 -2.013625
C -2.111223 -2.783017 -3.327355
C -1.154808 -3.114148 -4.313498
C -1.491883 -3.207932 -5.679913
C -0.539293 -3.503871 -6.616368
C 0.791957 -3.722451 -6.230380
C 1.154372 -3.640511 -4.914675
C 0.194130 -3.337481 -3.927762
C 0.539020 -3.204868 -2.558609
C 1.913769 -3.415988 -2.073538
C 2.403919 -4.747002 -1.959925
C 1.603967 -5.861212 -2.293789
C 2.082635 -7.132911 -2.133014
C 3.380022 -7.350337 -1.644375
C 4.180067 -6.290565 -1.316548
C 3.711240 -4.966436 -1.453217
C 4.497376 -3.855594 -1.077750
C 3.993687 -2.589748 -1.172255
C 2.697554 -2.364248 -1.664348
S 2.224851 -0.592660 -1.584657
O 1.136975 -0.595193 -0.549053
C 1.343991 -0.443235 -3.140465
C 2.062183 -0.407661 -4.321767
C 1.404154 -0.127840 -5.504835
C 0.036782 0.123076 -5.522896
C -0.671957 0.440466 -6.798196
C -0.671914 0.063578 -4.327044
C -0.017698 -0.203654 -3.140730
H -0.404604 -8.762076 2.331051
H -1.447682 -8.871516 0.912562
H -2.125020 -8.366079 2.458773
H 1.159553 -7.062400 1.782938
H 1.660483 -4.754084 1.038054
H -2.496080 -4.074378 0.345564
H -2.996763 -6.371514 1.095872
H -2.468535 -2.363859 -1.261372
H -3.134161 -2.616175 -3.627487
H -2.516983 -3.038102 -5.976664
H -0.804272 -3.573838 -7.660715
H 1.530358 -3.957743 -6.981257
H 2.178685 -3.809875 -4.616320
H 0.607695 -5.697357 -2.675275
H 1.460637 -7.978582 -2.383823
H 3.743748 -8.361268 -1.536717
H 5.178876 -6.450258 -0.938418
H 5.489022 -4.027724 -0.688473
H 4.572824 -1.729804 -0.872925
H 3.122449 -0.611945 -4.308313
H 1.955964 -0.094868 -6.431420
H 0.029308 0.729301 -7.574990
H -1.383562 1.247760 -6.645375
H -1.217938 -0.436396 -7.141813
H -1.738717 0.233646 -4.317750
H -0.571719 -0.251052 -2.214047
S -2.837495 0.395558 0.220856
C -3.170609 -0.768719 1.492072
C -4.197351 -1.687890 1.307320
C -4.407138 -2.708828 2.226950
C -5.374358 -3.699838 1.938729
N -6.137408 -4.500988 1.644745
C -3.603606 -2.786870 3.385358
C -2.605635 -1.842239 3.597006
C -2.373932 -0.848215 2.654533
S -1.033413 0.250124 2.864643
C -3.776106 -3.841376 4.311839
N -3.881953 -4.706392 5.055176
H -4.803331 -1.628780 0.415246
H -1.970008 -1.911238 4.467406
N 1.022152 1.837215 1.307386
C 1.815756 2.665053 1.513033
N 2.732342 3.495963 1.831600
C 2.602265 4.932388 1.639858
C 2.400376 5.614968 2.991383
C 3.546460 5.252334 3.933515
C 3.648795 3.734719 4.073474
C 3.833916 3.097105 2.695419
H 1.776735 5.123963 0.955980
H 3.529237 5.282812 1.174620
H 1.449055 5.296369 3.422959
H 2.359353 6.693530 2.837443
H 3.383219 5.704594 4.911242
H 4.483978 5.646913 3.536113
H 2.737023 3.343081 4.530652
H 4.492804 3.465420 4.709104
H 3.867363 2.008789 2.764697
H 4.762583 3.454567 2.237359
O -2.523409 1.854518 -1.879280
C -1.384407 2.266570 -1.997713
N -0.398433 2.045955 -1.099092
S 1.022387 2.756404 -1.557981
O 1.301112 3.896078 -0.729608
O 2.093747 1.793471 -1.633970
C 0.452096 3.293707 -3.150009
C 1.108172 3.931720 -4.174393
C 0.348317 4.328911 -5.270016
C -1.019445 4.094658 -5.308476
C -1.663082 3.427166 -4.276981
C -0.904699 3.028925 -3.186451
H 2.168523 4.113149 -4.118840
H 0.832286 4.830406 -6.092592
H -1.590988 4.438853 -6.157129
H -2.722563 3.224288 -4.307001

Atomic forces in eV per Å
Os -1.2 -0.8 0.4
C 0.0 0.0 0.0
C 0.3 0.1 0.0
C -0.2 -0.1 0.0
C 0.0 0.1 -0.1
C 0.5 0.6 0.0
C -0.1 0.0 -0.1
C 0.0 0.1 0.0
S -0.5 -2.3 -0.1
O -0.4 0.8 0.3
C 0.8 0.0 -0.1
C -0.4 0.0 -0.1
C 0.0 0.0 0.3
C 0.4 -0.1 0.0
C 0.0 0.0 -0.2
C -0.2 0.1 0.1
C 0.2 0.0 0.2
C 0.0 -0.1 -0.2
C -0.3 0.0 0.0
C -0.5 0.1 0.3
C 0.2 0.1 -0.1
C 0.3 0.1 0.1
C 0.0 -0.3 0.0
C -0.3 0.3 -0.1
C 0.3 0.1 0.1
C -0.1 -0.2 0.0
C -0.2 0.1 -0.1
C -0.1 0.1 0.1
C 0.2 -0.1 0.1
C 0.1 0.4 -0.2
S 0.4 -1.9 -1.0
O -0.5 1.1 0.6
C 0.1 0.3 -0.1
C 0.1 -0.1 0.2
C -0.1 0.0 0.0
C 0.0 0.0 0.1
C 0.0 -0.1 0.0
C 0.3 0.0 0.0
C 0.0 0.0 0.2
H 0.0 -0.1 0.1
H 0.0 -0.1 0.0
H -0.1 -0.1 0.1
H 0.1 -0.1 0.0
H 0.1 0.0 0.0
H -0.1 0.1 0.0
H -0.1 0.0 0.0
H -0.1 0.1 0.1
H -0.2 0.0 0.0
H -0.1 0.0 0.0
H -0.1 0.0 -0.1
H 0.1 0.0 -0.1
H 0.1 0.0 0.0
H -0.1 0.0 0.0
H -0.1 -0.1 0.0
H 0.1 -0.1 0.0
H 0.1 0.0 0.0
H 0.1 0.0 0.0
H 0.2 0.0 0.1
H 0.2 0.1 -0.1
H 0.1 0.0 -0.1
H 0.0 0.0 -0.1
H -0.1 0.1 -0.1
H -0.1 0.0 -0.1
H -0.1 0.0 0.0
H 0.0 0.0 -0.1
S 0.0 0.1 0.2
C 0.4 0.0 0.3
C 0.1 0.0 0.1
C 0.7 0.7 0.2
C -0.2 -0.2 0.0
N -0.3 -0.4 -0.1
C 0.1 0.8 -0.6
C -0.2 -0.1 -0.1
C -0.1 0.1 -0.3
S 0.2 0.2 -0.5
C 0.0 -0.3 0.2
N -0.1 -0.3 0.3
H -0.1 -0.1 -0.1
H 0.0 -0.1 0.1
N 0.6 0.6 0.1
C -0.5 -0.8 0.2
N 0.2 0.0 -0.2
C -0.5 0.9 -0.1
C 0.3 0.0 -0.1
C -0.3 -0.1 0.1
C 0.2 0.1 -0.2
C 0.4 -0.4 0.7
H 0.2 0.0 0.1
H -0.1 -0.1 0.0
H -0.1 0.0 0.0
H -0.1 0.0 0.0
H 0.1 0.0 0.0
H 0.1 0.0 0.0
H 0.0 -0.1 0.0
H 0.0 -0.1 0.0
H 0.0 0.1 -0.1
H -0.1 -0.1 0.0
O 0.4 0.3 -0.3
C -1.4 0.1 -0.9
N 1.0 -0.4 1.0
S 0.4 0.3 -0.4
O -0.1 0.3 -0.2
O -0.3 0.8 -0.1
C -0.6 -0.4 0.6
C 0.2 0.0 0.0
C 0.2 -0.1 0.2
C -0.1 0.0 0.0
C 0.1 0.0 0.2
C 0.0 0.2 -0.3
H 0.2 0.1 -0.1
H 0.0 0.1 -0.1
H 0.0 0.0 -0.1
H -0.1 0.0 0.0

Mulliken atomic charge list, values in e, 2 entries: number 1, Os, carries 3.2786; number 2, C, carries -1.5839